[1]
This record from OMol25 describes a structure of composition C24H26InN4Si at a distorted geometry. The level of theory is wB97M-V/def2-TZVPD.

For the lowest unoccupied orbital energy, the calculation gives -3.925 eV. For the orbital gap, the calculation gives 0.183 Eh.

ORCA input file:
```
! RIJCOSX wB97M-V def2-TZVPD def2/J DEFGRID3
* xyz 1 1
C -1.92310 -2.28952 1.15656
C -1.41547 -3.11258 0.10577
C 0.00559 -3.14739 0.22595
H -2.00329 -3.62588 -0.65069
C 0.36821 -2.35647 1.35148
C -0.81838 -1.82597 1.93036
H -0.87484 -1.19953 2.81439
H -2.97280 -2.05518 1.33410
H 0.68861 -3.68483 -0.42744
H 1.38489 -2.18868 1.71060
In 3.17294 0.80847 1.80623
C 1.30584 0.56367 -0.12577
H 1.99321 -0.24293 -0.41201
H 0.73697 0.43396 0.80253
H 1.60971 1.58334 -0.39088
Si -0.49369 0.22135 -1.54464
C -1.29200 1.86987 -1.81529
C -2.59343 1.88546 -2.37233
H -3.07059 0.95724 -2.68397
C -3.29614 3.08709 -2.52396
H -4.30532 3.07030 -2.94443
C -2.70647 4.29883 -2.13917
H -3.25650 5.23559 -2.24735
C -1.40067 4.30045 -1.62048
H -0.92400 5.24239 -1.33537
C -0.69679 3.09888 -1.46428
H 0.32230 3.12229 -1.07832
C 0.19879 -0.54123 -3.08112
C -0.31740 -0.21418 -4.34934
H -0.96134 0.66052 -4.47659
C -0.04695 -1.03055 -5.45588
H -0.51813 -0.81233 -6.41585
C 0.81178 -2.13364 -5.32346
H 1.01126 -2.77917 -6.18065
C 1.41317 -2.40227 -4.08408
H 2.10041 -3.24222 -3.96992
C 1.11798 -1.60523 -2.97070
H 1.58409 -1.82526 -2.00964
H -1.69709 -0.86060 -1.01930
H -1.89529 -0.58101 -1.83086
N 1.44657 -1.23726 5.02198
C 2.32275 -2.29916 4.84644
C 3.20826 -1.92841 3.88519
N 2.87136 -0.65571 3.43961
C 1.81565 -0.24509 4.17148
C 1.12543 0.98281 3.88535
N 1.52942 1.79610 2.89596
C 0.50142 2.69295 2.64290
C -0.51173 2.44031 3.51337
N -0.11853 1.35179 4.28352
H 0.66322 -1.17691 5.66912
H 2.23280 -3.21243 5.41590
H 4.07070 -2.45157 3.49667
H 0.59650 3.43149 1.86053
H -1.46540 2.92676 3.63738
H -0.63446 0.90128 5.04045
*
```

---

[2]
This record from OMol25 describes a structure of composition C26H41Br16N3 at a distorted geometry. The level of theory is wB97M-V/def2-TZVPD.

For the lowest unoccupied orbital energy, the calculation gives -0.118 eV. For the orbital gap, the calculation gives 0.304 Eh.

ORCA input file:
```
! RIJCOSX wB97M-V def2-TZVPD def2/J DEFGRID3
* xyz 0 1
C 5.45173 3.50997 -2.61448
C 4.01371 3.02684 -3.10387
C 4.15988 2.07984 -4.33313
N 4.31178 1.54217 -5.32789
C 3.06136 4.22033 -3.55153
C 3.48823 5.55814 -2.87532
N 3.93112 6.55049 -2.53830
C 1.60979 3.88441 -3.07764
C 1.07349 2.53154 -3.09354
C -0.26302 2.28161 -2.62373
N -1.24094 3.12895 -2.14749
C -0.68171 4.42764 -2.19474
C 0.63026 4.85478 -2.59555
H 5.86133 4.35850 -3.20937
H 6.12419 2.61651 -2.70951
H 5.35266 3.73527 -1.52057
H 3.58157 2.45303 -2.23879
H 3.08906 4.33288 -4.67026
H 1.70037 1.69214 -3.47046
H -0.57707 1.20763 -2.64449
H -1.37137 5.24733 -1.87526
H 0.89741 5.93536 -2.56692
Br -2.10778 3.87602 -0.25650
C -3.54162 3.46019 1.01161
C -3.14913 3.78737 2.43148
Br -1.94120 2.44346 3.16642
H -3.79302 2.41229 0.86533
H -4.38290 4.07911 0.69912
H -4.02090 3.77029 3.08676
H -2.64780 4.74761 2.52796
Br -0.22671 -2.94681 -0.35883
C 0.08680 -1.70320 1.11131
C -0.89362 -0.56227 1.08032
Br -0.42594 0.73817 -0.29571
H 1.12353 -1.38200 1.03937
H -0.04255 -2.29523 2.01649
H -0.86584 -0.00597 2.01667
H -1.91499 -0.87870 0.88280
Br -1.36017 -6.09161 4.33229
C 0.40977 -5.35820 3.98091
C 0.83188 -4.40796 5.07265
Br -0.06328 -2.68546 4.90081
H 0.37006 -4.89847 2.99892
H 1.07398 -6.22176 3.94641
H 1.89437 -4.18306 4.99551
H 0.61468 -4.77935 6.07214
Br 3.20216 -0.78072 2.55534
C 4.47959 -2.24640 2.43838
C 4.02962 -3.28920 1.44748
Br 2.61360 -4.40619 2.18712
H 4.60626 -2.63693 3.44566
H 5.41160 -1.78585 2.11236
H 4.84329 -3.97731 1.21919
H 3.64710 -2.86704 0.52032
Br -6.36994 5.77263 0.73503
C -7.37364 4.59401 -0.44948
C -8.55466 3.98150 0.25666
Br -7.99815 2.53569 1.43781
H -6.67172 3.85489 -0.83150
H -7.70429 5.23163 -1.26874
H -9.23169 3.51682 -0.45974
H -9.10933 4.69315 0.86401
Br -0.87433 -7.01882 8.36485
C -2.36760 -8.07144 7.69176
C -3.55540 -7.99183 8.61508
Br -3.30585 -9.11072 10.19080
H -2.00142 -9.08554 7.54904
H -2.60663 -7.63629 6.72148
H -4.44700 -8.38470 8.12709
H -3.75590 -6.98386 8.97103
Br -5.24173 0.78932 -0.92952
C -3.97496 -0.68648 -1.05453
C -4.43294 -1.72246 -2.04682
Br -5.85472 -2.83198 -1.30888
H -3.84996 -1.08148 -0.04887
H -3.03938 -0.23079 -1.38076
H -3.62376 -2.41497 -2.27790
H -4.81338 -1.29333 -2.97100
Br 8.85154 1.46921 -6.72320
C 7.16301 0.65930 -7.26315
C 7.37557 -0.40594 -8.30681
Br 7.71359 0.37502 -10.05996
H 6.51710 1.46701 -7.59826
H 6.75160 0.22680 -6.35227
H 6.47341 -1.00400 -8.43258
H 8.21388 -1.06288 -8.08603
*
```

---

[3]
This record from OMol25 describes a structure of composition C34H23FN5O9W. The level of theory is wB97M-V/def2-TZVPD.

For the lowest unoccupied orbital energy (alpha / beta), the calculation gives 1.850 / 1.850 eV. For the orbital gap (alpha / beta), the calculation gives 0.186 / 0.186 Eh.

ORCA input file:
```
! RIJCOSX wB97M-V def2-TZVPD def2/J DEFGRID3
* xyz -1 1
W 1.55940 0.74878 -1.47764
O 2.61423 -3.41526 -1.71300
C 2.49133 -2.20792 -1.52428
N 1.40057 -1.43673 -1.65103
C 0.12451 -1.99741 -1.48897
C -0.16987 -3.32054 -1.16168
C -1.47527 -3.67562 -0.83337
C -2.49170 -2.73518 -0.84409
C -2.21578 -1.41918 -1.20518
C -0.91575 -1.05698 -1.53138
N -0.48868 0.22623 -1.91572
C -1.30441 1.00684 -2.63785
O -2.51069 0.86805 -2.85861
C -0.53804 2.10349 -3.28819
C -1.19107 3.03313 -4.08086
C -0.44911 4.00261 -4.72025
C 0.92794 3.99600 -4.54690
C 1.50253 3.04205 -3.73339
N 0.79077 2.09726 -3.10742
C 3.63888 -1.46373 -0.89278
C 4.82545 -2.10292 -0.58770
C 5.76169 -1.42714 0.17512
C 5.46896 -0.14896 0.62303
C 4.26915 0.43191 0.25374
N 3.38197 -0.21256 -0.50589
H 0.61637 -4.05748 -1.15988
H -1.68879 -4.70513 -0.57035
H -3.50655 -3.02098 -0.59271
H -2.99457 -0.67352 -1.25132
H -2.26533 2.95012 -4.15979
H -0.92627 4.75028 -5.34087
H 1.56545 4.72666 -5.02440
H 2.56817 3.04766 -3.58726
H 4.96377 -3.11322 -0.94405
H 6.70590 -1.89352 0.42646
H 6.16438 0.41261 1.23024
H 4.01111 1.44469 0.52794
C -3.43170 1.49163 4.50483
C -3.79553 0.78241 3.20443
C -4.55396 -0.52069 3.41539
C -3.68478 -1.53477 4.14556
C -2.34276 -1.66868 3.47280
C -1.58392 -2.80768 3.63815
C -0.36733 -2.94361 2.98303
F 0.32695 -4.08474 3.17083
C 0.12237 -1.97870 2.15082
C -0.62201 -0.80670 1.98017
C -0.14814 0.21127 1.04840
O 0.90091 -0.02425 0.40453
C -0.95048 1.36844 0.89631
C -2.11240 1.46390 1.59428
N -2.58627 0.50959 2.41846
C -1.85052 -0.64873 2.63672
C -0.53268 2.53538 0.04507
O -1.21652 3.55099 0.07441
O 0.56151 2.39791 -0.60580
H -4.32522 1.66526 5.10686
H -2.96494 2.45393 4.29376
H -2.72732 0.90007 5.09096
H -4.40435 1.44916 2.59230
H -4.84141 -0.91879 2.43953
H -5.46872 -0.31711 3.97402
H -4.17590 -2.50876 4.16374
H -3.55168 -1.23512 5.18934
H -1.93961 -3.61887 4.26160
H 1.04694 -2.10928 1.60613
H -2.71205 2.35862 1.47887
O 4.78278 0.95702 -4.04206
C 3.94934 1.09126 -3.17785
O 2.85398 0.38978 -3.06316
C 4.06498 2.19553 -2.08700
O 5.05068 2.89005 -1.97870
O 3.00911 2.25988 -1.32646
*
```

---

[4]
This record from OMol25 describes a structure of composition C10H6Cl12Cr2O4 at a distorted geometry. The level of theory is wB97M-V/def2-TZVPD.

For the lowest unoccupied orbital energy (alpha / beta), the calculation gives -9.784 / -8.585 eV. For the orbital gap (alpha / beta), the calculation gives 0.196 / 0.240 Eh. The expectation value of S² is 20.063.

ORCA input file:
```
! RIJCOSX wB97M-V def2-TZVPD def2/J DEFGRID3
* xyz 2 9
Cr 1.45554 -3.27752 -0.24623
Cr -1.15931 3.74667 2.49644
C -1.14373 -0.26365 0.88169
C -0.15926 -1.28138 0.74890
C 1.28013 -0.90948 1.22912
O 2.13137 -1.77043 0.94555
C 1.55930 0.35527 1.85700
C 0.49550 1.22401 2.07258
C -0.89476 0.90040 1.52907
O -1.88923 1.75607 1.65618
O 0.78259 2.42686 2.52767
O -0.33445 -2.40525 0.20595
H -2.08723 -0.41795 0.37930
H 2.57555 0.66798 2.04638
C 5.25741 -1.91894 -2.34392
Cl 4.42164 -1.08015 -3.61600
Cl 6.20391 -3.29421 -2.99499
Cl 4.16122 -2.48745 -1.07575
H 5.96818 -1.25752 -1.84853
C -3.01643 -3.48383 -2.21852
Cl -2.87293 -1.74935 -1.82007
Cl -1.40163 -4.18168 -2.04075
Cl -3.79676 -3.82322 -3.82170
H -3.64919 -4.00188 -1.49787
C 2.85756 3.09012 -0.35226
Cl 4.19724 3.52577 0.70535
Cl 3.26780 1.63122 -1.21779
Cl 2.37475 4.35557 -1.46211
H 1.99265 2.74081 0.21167
C -5.62095 2.30221 1.43494
Cl -6.92086 3.50026 1.45967
Cl -5.40164 1.62540 -0.21563
Cl -5.92821 0.98918 2.58211
H -4.70572 2.76622 1.80256
*
```

---

[5]
This record from OMol25 describes the ion C2H2IN4 with charge -1 at a distorted geometry. The level of theory is wB97M-V/def2-TZVPD.

For the lowest unoccupied orbital energy, the calculation gives 2.865 eV. For the orbital gap, the calculation gives 0.290 Eh.

ORCA input file:
```
! RIJCOSX wB97M-V def2-TZVPD def2/J DEFGRID3
* xyz -1 1
C 0.25502 0.21399 -0.01895
C -0.83607 -1.06231 0.24639
N 0.23386 1.00854 -1.08045
N 1.38556 0.36125 0.74640
N 1.38318 1.74269 -0.87034
N 2.02472 1.35579 0.18396
I -2.81664 -0.42887 -0.30720
H -1.14380 -1.30815 1.32713
H -0.48584 -1.88292 -0.22695
*
```

---

Question: What is the formula in the third record?
Answer: C34H23FN5O9W

---

Question: Number 5 is which compound?
Answer: C2H2IN4